Entry 1:
This record from OMol25 describes an isolated molecule of CH4N2O2 at a distorted geometry. The level of theory is ωB97M-V/def2-TZVPD.

```
9
Properties=species:S:1:pos:R:3:forces:R:3
C -1.2982 -0.4483 0.0101 1.80 -1.13 1.62
O -0.7336 0.8443 -0.0122 2.17 0.91 0.89
N 0.9593 0.9409 0.1577 -2.55 -2.39 0.36
N 1.4763 -0.1909 -0.0145 -0.64 -1.22 0.20
O 2.6387 -0.5765 -0.0606 -0.44 1.65 -0.09
H -0.5279 -1.2361 0.4175 -1.10 1.38 -0.73
H -1.4040 -0.6519 -1.0430 -1.03 -0.83 -0.13
H -2.1826 -0.5363 0.7487 1.19 0.53 -1.55
H 1.0722 1.8549 -0.2036 0.59 1.10 -0.57
```
Forces are in eV/Å.

Properties
LUMO (alpha / beta): 0.04 / 0.04 eV
net charge: 0
relative energy (zero: lowest compared OMol25 entry of this formula, charge and spin): 137.2 kcal per mole
SMILES: CONN=O


Entry 2:
This record from OMol25 describes an isolated molecule of CH4N2O2 at a distorted geometry. The level of theory is ωB97M-V/def2-TZVPD.

```
9
Properties=species:S:1:pos:R:3:forces:R:3
C -0.1107 0.6118 -0.9010 3.10 -1.89 -0.95
N 0.5691 -0.7056 1.0007 0.84 -1.29 -1.97
N -0.2614 -0.1071 0.2934 -8.19 2.09 3.98
O 0.2755 -1.3383 1.9915 0.98 0.02 0.57
O -1.7171 0.0101 1.0425 4.70 -0.24 -2.93
H 0.9592 0.8093 -1.0932 -0.16 -0.59 -0.26
H -0.5234 1.5247 -1.0465 -1.75 2.99 1.21
H -0.5975 0.0695 -1.6713 0.03 -1.03 -0.94
H 1.4063 -0.8745 0.3840 0.44 -0.07 1.29
```
Forces are in eV/Å.

Properties
LUMO (alpha / beta): -0.17 / -0.17 eV
net charge: 0
relative energy (zero: lowest compared OMol25 entry of this formula, charge and spin): 160.5 kcal per mole


Entry 3:
This record from OMol25 describes a 2-piece molecular cluster, CH4N2O2 overall at a distorted geometry. The level of theory is ωB97M-V/def2-TZVPD.

```
9
Properties=species:S:1:pos:R:3:forces:R:3
N -2.1772 -1.0099 0.2073 0.80 -1.02 -0.29
C -2.7210 0.0287 -0.0739 0.71 -1.70 1.46
O -3.4272 0.9126 -0.0963 -1.90 2.95 -1.03
H -1.1802 -1.0416 0.2701 0.28 -0.32 -0.30
N 1.0534 0.4983 0.4642 0.02 0.18 0.12
O 0.7146 0.4202 -0.9514 2.83 0.95 -0.11
H 1.1362 1.5219 0.7700 -1.09 -2.11 -0.49
H 0.3375 -0.1174 0.9165 0.99 1.67 -0.16
H 1.6545 0.5496 -1.3560 -2.63 -0.59 0.80
```
Forces are in eV/Å.

Properties
LUMO: 0.62 eV
net charge: 0
relative energy (zero: lowest compared OMol25 entry of this formula, charge and spin): 46.6 kcal per mole
SMILES: N=C=O.NO


Entry 4:
This record from OMol25 describes an isolated molecule of CH4N2O2 at a distorted geometry. The level of theory is ωB97M-V/def2-TZVPD.

```
9
Properties=species:S:1:pos:R:3:forces:R:3
O 1.0082 -0.9711 0.1946 6.03 -0.29 0.14
N 1.3004 0.3711 -0.3207 -1.79 0.73 1.32
C 0.2298 1.0881 -0.0594 2.51 -1.02 -2.21
N -0.8657 0.3830 0.4200 -2.91 5.52 2.50
O -1.5294 -0.6156 -0.3644 1.49 -0.55 1.48
H 2.0933 -1.2457 0.4243 -4.94 0.88 -1.08
H 0.3019 2.2622 -0.2775 -0.44 -2.86 0.57
H -1.5036 1.3343 0.8024 0.92 -4.47 -1.64
H -1.1431 -1.4646 0.0699 -0.87 2.05 -1.08
```
Forces are in eV/Å.

Properties
LUMO: 0.69 eV
net charge: 0
relative energy (zero: lowest compared OMol25 entry of this formula, charge and spin): 123.8 kcal per mole
SMILES: O/N=C\NO


Entry 5:
This record from OMol25 describes an isolated molecule of CH4N2O2 at a distorted geometry. The level of theory is ωB97M-V/def2-TZVPD.

```
9
Properties=species:S:1:pos:R:3:forces:R:3
C 0.5404 -0.4677 -0.9696 -1.49 1.60 -0.52
N 0.3062 -0.4690 0.4887 -1.69 2.10 -0.72
N -0.5319 0.8186 0.9877 0.08 -0.42 0.91
O -0.8864 0.4775 2.0884 -0.57 0.90 0.18
O -0.7484 1.9301 0.4821 1.32 -3.13 -0.11
H 0.2846 -1.5131 -1.4038 0.94 1.99 0.55
H 1.5528 -0.0232 -1.0252 -0.26 -1.14 -0.82
H -0.1279 0.3945 -1.4835 1.13 -2.21 1.01
H -0.3894 -1.1478 0.8351 0.55 0.31 -0.48
```
Forces are in eV/Å.

Properties
LUMO: 0.32 eV
net charge: 0
relative energy (zero: lowest compared OMol25 entry of this formula, charge and spin): 101.2 kcal per mole
SMILES: CN[N+](=O)[O-]


Entry 6:
This record from OMol25 describes a 2-piece molecular cluster, CH4N2O2 overall at a distorted geometry. The level of theory is ωB97M-V/def2-TZVPD.

```
9
Properties=species:S:1:pos:R:3:forces:R:3
C -1.2182 0.5098 0.0391 -0.55 0.07 -0.94
N 1.1066 -1.1841 -0.4411 0.12 -0.16 -0.71
N -0.1965 0.2702 0.8899 3.15 2.88 1.68
O -1.6494 -0.3091 -0.7384 -0.13 -0.05 -0.15
O 0.5829 -0.8144 0.8065 -0.23 -0.18 0.16
H -1.6671 1.4974 0.2151 0.09 0.01 -0.01
H 0.3582 -1.1894 -1.1353 0.05 0.16 0.29
H 1.8525 -0.5384 -0.7089 -0.31 0.11 0.26
H 0.8309 1.7581 1.0731 -2.18 -2.83 -0.57
```
Forces are in eV/Å.

Properties
LUMO (alpha / beta): -1.40 / -1.69 eV
net charge: 0
relative energy (zero: lowest compared OMol25 entry of this formula, charge and spin): 146.4 kcal per mole


Entry 7:
This record from OMol25 describes a 2-piece molecular cluster, CH4N2O2 overall at a distorted geometry. The level of theory is ωB97M-V/def2-TZVPD.

```
9
Properties=species:S:1:pos:R:3:forces:R:3
C 0.2560 0.6024 0.1258 3.24 0.58 -7.05
N -0.1536 -0.6241 0.0057 1.09 -1.08 -1.15
N -0.6722 1.6484 -1.4513 1.38 -0.15 3.61
O -1.2961 0.9010 -2.1500 -0.45 0.27 -1.01
O -0.4814 2.8516 -1.5231 -0.59 -0.75 -0.93
H 0.1123 1.0606 0.9936 -0.78 2.29 3.31
H 1.1827 0.8025 -0.4920 -0.97 0.15 1.43
H -0.1246 -1.1321 -0.8615 0.15 0.15 -0.09
H -0.8905 -0.7889 0.5684 -3.08 -1.45 1.90
```
Forces are in eV/Å.

Properties
LUMO: 0.65 eV
net charge: 0
relative energy (zero: lowest compared OMol25 entry of this formula, charge and spin): 91.0 kcal per mole


Entry 8:
This record from OMol25 describes a 2-piece molecular cluster, CH4N2O2 overall at a distorted geometry. The level of theory is ωB97M-V/def2-TZVPD.

```
9
Properties=species:S:1:pos:R:3:forces:R:3
C -2.8223 0.7917 1.2135 1.82 -4.11 -1.62
N -0.6168 -0.8947 -0.3202 -0.06 -2.31 0.37
N -2.4524 1.6890 1.8586 -2.57 6.00 2.74
O -3.5242 0.0892 0.5937 -1.97 -1.63 -1.73
O -1.4671 2.2288 2.5986 2.53 -0.06 0.54
H -0.2785 -0.2107 -0.9389 0.25 1.21 -0.92
H -0.1498 -1.7817 -0.6500 -1.05 1.17 0.62
H -1.6417 -0.9688 -0.4137 0.90 -0.11 -0.13
H -0.8083 2.6119 1.9652 0.14 -0.16 0.13
```
Forces are in eV/Å.

Properties
multiplicity: 3
LUMO (alpha / beta): 1.06 / -3.25 eV
net charge: 0
relative energy (zero: lowest compared OMol25 entry of this formula, charge and spin): 75.7 kcal per mole


Entry 9:
This record from OMol25 describes a 2-piece molecular cluster, CH4N2O2 overall at a distorted geometry. The level of theory is ωB97M-V/def2-TZVPD.

```
9
Properties=species:S:1:pos:R:3:forces:R:3
C -0.3542 -0.4656 0.0885 -1.68 4.98 1.54
N 2.3670 -0.8045 -0.2349 0.85 -0.83 0.18
N 0.6610 0.2074 -0.6535 1.15 1.51 0.83
O 0.9648 1.4228 -0.0447 -0.25 -0.39 0.48
O 3.1026 -0.0773 0.3063 -0.05 -0.05 -0.15
H -0.1927 -0.4701 1.2317 -0.01 -0.45 -1.88
H -1.2953 0.3066 -0.0539 1.71 -2.16 0.30
H -0.4304 -1.3179 -0.4768 -0.95 -2.59 -0.46
H 1.8947 1.3846 0.3059 -0.78 -0.03 -0.84
```
Forces are in eV/Å.

Properties
multiplicity: 3
LUMO (alpha / beta): 0.82 / -1.55 eV
net charge: 0
relative energy (zero: lowest compared OMol25 entry of this formula, charge and spin): 51.0 kcal per mole


Entry 10:
This record from OMol25 describes an isolated molecule of CH4N2O2S at a distorted geometry. The level of theory is ωB97M-V/def2-TZVPD.

```
10
Properties=species:S:1:pos:R:3:forces:R:3
O 0.1216 1.7317 -0.1567 0.13 -0.40 0.10
C 0.4480 0.5742 -0.0116 0.69 -0.21 0.58
N 1.7789 0.2017 0.2795 -0.75 2.33 0.56
O 2.2544 -1.0257 -0.0502 -0.13 -1.13 -1.89
N -0.3822 -0.5112 0.0422 -1.20 -0.44 -0.44
S -2.1143 -0.3466 -0.0608 1.49 -0.61 -1.08
H 2.4477 0.9597 0.1878 -0.11 -0.20 -0.22
H 2.1485 -1.0613 -1.0397 0.48 -0.38 1.12
H 0.0345 -1.4357 0.1689 -0.39 0.61 0.14
H -2.2738 0.1564 1.1280 -0.22 0.44 1.12
```
Forces are in eV/Å.

Properties
LUMO: 0.43 eV
net charge: 0
relative energy (zero: lowest compared OMol25 entry of this formula, charge and spin): 31.0 kcal per mole
SMILES: O=C(NO)NS